C32H31N6OS4Sr | ωB97M-V/def2-TZVPD

HOMO-LUMO gap in eV: 6.90
Largest force on an atom in Eh/bohr: 0.0404
E in eV: -88849.153
Net charge: +1

Last column: Löwdin charge in e.
Element x y z (Å)
C  0.024305  3.296408  -1.320416  -0.516
C  -2.287995  0.686108  -2.587216  -0.175
C  -3.207995  -1.289192  -0.030516  -0.400
C  0.407505  -2.886492  4.296984  -0.021
C  -2.323195  0.106908  1.647184  -0.246
H  -4.323095  0.207108  -3.288616  0.098
C  -3.694295  0.811708  -2.658916  -0.195
H  -5.604195  -0.752492  2.099484  0.128
H  4.336305  -0.510592  3.306684  0.141
H  -2.469895  1.113208  1.236684  0.085
C  -4.095095  -2.668892  -1.906916  -0.180
C  6.817505  -0.277592  -0.394516  -0.090
C  2.509305  0.843408  -3.842316  -0.178
C  7.971505  -0.041492  0.343284  -0.072
H  -0.976695  -2.287392  2.762984  0.103
S  4.143905  -0.795492  -0.698916  1.019
C  -0.391295  4.305608  -2.133116  -0.156
H  2.401805  0.860608  -1.630816  0.045
H  -6.195895  -3.089292  -1.684616  0.122
N  -4.471195  -1.069392  0.398584  -0.034
Sr  0.272105  -0.884792  -0.093916  1.531
C  5.543005  -0.407692  1.643684  -0.236
C  -0.240095  1.814208  -1.453716  -0.677
H  -0.345195  -3.307192  4.943384  0.115
C  0.874105  5.474908  -0.607816  -0.400
N  0.925105  -1.726892  2.272584  0.006
H  -4.293895  -2.033392  -2.779316  0.107
N  -2.132995  -0.834092  0.555084  -0.087
H  8.907605  0.117808  -0.167116  0.110
C  7.914205  -0.006592  1.722684  -0.069
O  0.152605  1.161808  -0.313916  -0.534
S  -2.903995  2.619008  -1.031316  1.103
H  -0.125295  6.485908  -2.218516  0.103
C  5.614305  -0.461292  0.254684  -0.420
H  -1.033295  4.160008  -2.984416  0.106
H  -3.381995  -1.278892  2.905684  0.113
C  0.600305  1.405008  -2.648216  -0.455
H  -5.212995  -3.539692  -0.284716  0.124
H  -3.771395  -3.647292  -2.270216  0.124
H  -2.127195  -2.046692  -1.534116  0.115
C  -5.608495  -1.433292  -0.421316  -0.142
C  0.053105  -2.294092  3.094284  -0.115
S  0.136005  1.697708  -4.291316  1.087
H  -5.038895  0.727408  1.304884  0.131
H  3.521405  0.504208  -3.976816  0.101
C  -5.354195  -2.788892  -1.063716  -0.140
C  -1.709595  1.602708  -1.756716  -0.456
H  -3.671195  0.419508  3.312684  0.121
C  0.093705  5.562308  -1.714416  -0.175
H  1.376605  6.270108  -0.093516  0.060
H  2.085305  -3.430392  5.538484  0.121
H  1.873405  1.202708  -5.914416  0.065
C  6.699605  -0.189892  2.374584  -0.014
S  1.040605  3.852108  -0.050316  1.074
H  -6.487295  -1.473092  0.224284  0.127
N  4.316405  -0.595392  2.302284  0.124
C  3.203505  -1.129792  1.710884  -0.369
H  8.809505  0.163108  2.302384  0.111
C  -3.530795  -0.280192  2.491484  -0.146
H  -1.407695  0.114308  2.242484  0.095
H  -5.179795  2.144008  -1.742116  0.068
N  -3.032595  -2.125292  -1.090116  0.069
H  -5.777895  -0.671092  -1.192316  0.120
C  2.667005  -2.353992  3.784384  0.007
H  3.724505  -2.422992  3.990284  0.121
C  1.896805  0.982008  -2.574516  -0.159
C  -4.167595  1.808808  -1.869216  -0.387
C  1.752505  -2.936992  4.638184  -0.024
N  3.011205  -1.230992  0.448384  -0.323
C  -4.751995  -0.292092  1.588184  -0.141
C  2.212405  -1.727292  2.618484  -0.208
C  1.682305  1.195308  -4.858616  -0.384
H  6.651105  -0.148692  3.454484  0.116
H  6.845305  -0.305592  -1.471716  0.110
H  -1.740595  -0.043192  -3.165416  0.098

Force components x, y, z for each atom (eV/Å):
0.0 0.2 0.2
0.1 0.0 0.1
0.3 0.1 0.7
0.2 0.0 0.0
-0.3 0.0 -0.1
-0.1 -0.1 -0.1
-0.3 0.0 0.1
0.1 0.1 -0.1
-0.1 0.0 -0.1
0.2 0.0 0.2
-0.2 -0.3 -0.2
0.0 0.0 0.2
0.1 0.0 -0.2
0.0 0.0 -0.1
-0.1 0.1 0.0
0.7 0.4 -0.3
0.0 -0.2 0.3
0.0 0.0 0.0
0.0 0.0 0.0
-0.1 -0.1 -0.2
0.6 -2.0 -0.1
0.5 0.1 -0.3
0.0 0.7 -0.1
-0.1 -0.1 0.0
0.2 -0.3 0.2
0.3 0.2 -0.1
0.0 -0.1 0.1
-0.3 -0.4 -0.2
0.1 0.0 0.0
-0.1 0.0 0.0
0.1 1.8 -0.1
-0.1 -0.3 -0.4
0.0 0.2 -0.1
-0.4 -0.1 0.1
-0.1 0.0 -0.1
0.0 -0.1 0.1
0.2 -0.3 -0.4
0.0 0.0 0.0
-0.1 0.1 0.0
-0.4 0.0 0.1
-0.2 -0.3 -0.2
-0.2 -0.2 0.3
0.5 -0.3 0.2
0.0 0.0 0.1
0.2 0.0 -0.1
0.1 0.2 -0.1
-0.3 0.1 0.0
-0.1 0.0 0.1
0.1 0.2 0.1
0.1 0.2 0.1
0.0 0.0 0.1
0.1 -0.1 -0.2
-0.1 0.0 -0.1
-0.3 0.3 -0.3
0.0 0.0 0.0
-0.3 -0.1 0.2
0.7 0.3 -0.5
0.0 0.0 0.0
0.1 0.1 -0.1
0.0 0.2 0.1
-0.2 0.0 0.0
0.3 -0.2 -0.4
-0.1 0.0 0.1
-0.1 0.2 -0.3
0.0 0.0 0.0
-0.5 0.0 0.2
0.2 0.2 0.3
-0.4 0.0 -0.1
-0.7 -0.4 0.4
0.2 0.1 0.3
0.0 -0.5 1.1
-0.2 0.2 0.1
0.0 0.0 0.1
0.1 0.0 -0.2
0.1 0.0 -0.1

C32H32ClIrNP | ωB97M-V/def2-TZVPD

HOMO-LUMO gap (spin up / spin down) in eV: 6.06 / 4.90
Largest force on an atom in Eh/bohr: 0.0936
⟨S²⟩: 8.78
E in eV: -59830.742
Net charge: +1
2S+1: 6

Last column: Löwdin spin population.
Element x y z (Å)
C  2.958512  3.856451  -1.109639  0.000
C  -3.827583  3.536423  -0.392002  0.002
C  0.986891  4.610804  -2.279068  0.000
H  -2.478326  3.398524  1.269751  0.000
H  2.567005  -3.105736  1.999475  0.011
H  -2.054965  0.385743  -1.756554  0.002
H  -2.269281  -4.675364  -3.285670  0.001
C  0.267703  3.804379  1.962386  0.006
C  -1.208263  -4.496009  -1.424748  0.015
C  -3.612345  1.826805  -2.083032  0.000
H  -1.133609  4.749004  4.915407  0.000
H  -0.343351  -5.185485  0.973847  0.001
H  0.869473  -3.856247  1.140217  0.023
C  0.250534  3.536554  -1.750228  0.009
C  -0.465060  -3.692710  -0.546669  0.075
H  0.912038  4.241355  1.203556  0.000
Ir  0.104040  -0.728367  0.629651  2.028
H  2.212419  -4.224559  -1.682968  0.033
C  -0.956945  -1.816746  -1.943774  0.044
C  2.491458  -4.797445  -0.780490  0.067
C  -1.809133  -3.984701  -2.573472  0.007
N  1.362328  -5.394007  -0.143107  0.612
H  -4.349185  4.394964  0.028571  0.000
C  0.813201  2.706630  -0.755686  0.028
H  4.043802  3.893288  -0.972599  0.000
C  2.349958  -2.093567  1.672441  0.292
C  -1.972954  1.969084  -0.289976  0.036
C  -0.095864  4.620407  3.037999  0.002
H  -5.096132  3.399179  -2.130872  0.000
C  -0.475105  -2.289936  -0.735653  0.209
H  3.219198  -5.563595  -1.079068  0.002
C  -1.150265  2.735585  4.102930  0.000
H  -0.779198  3.399059  -2.089445  0.001
H  -1.098676  0.867462  3.031516  0.001
H  -0.735555  -0.785797  -2.218659  0.009
C  -1.684832  -2.620504  -2.829332  0.011
H  2.047171  -7.365243  -0.308134  0.012
C  0.351111  -4.516168  0.437182  0.061
C  2.124555  -0.219168  0.319673  0.044
C  -0.239689  2.492435  1.859885  0.021
H  2.940442  5.526372  -2.476586  0.000
Cl  -2.071544  -0.987832  1.369805  0.366
H  1.566651  1.112221  2.098528  0.011
H  -1.646090  2.311168  4.974893  0.000
H  -2.083850  -2.208696  -3.753759  0.001
C  -2.735179  2.994224  0.295925  0.007
H  0.650960  -7.005642  -1.330122  0.040
C  -0.833825  1.926572  3.004769  0.004
H  2.998804  -4.112187  -0.090425  0.019
C  -4.247601  2.973816  -1.597666  0.001
H  3.026315  -2.100982  -0.461478  0.012
C  1.770757  -1.075882  2.484884  0.219
H  2.144046  0.442471  -0.530865  0.000
H  0.497896  5.328994  -2.937180  0.000
H  -3.988544  1.335832  -2.982816  0.000
H  -1.197815  -5.574678  -1.219328  0.002
C  1.731744  0.119454  1.700290  0.092
H  2.648505  2.409769  0.428248  0.001
C  2.567365  -1.583914  0.377637  0.272
C  1.107571  -6.794141  -0.343853  0.071
P  -0.279303  1.494487  0.260021  0.181
H  0.217888  5.663247  3.033530  0.000
C  -0.839955  4.097945  4.093809  0.003
C  2.170637  2.928509  -0.409293  0.009
H  0.439837  -7.171577  0.440600  0.006
H  1.506699  -1.118703  3.544834  0.009
C  -2.506377  1.307118  -1.406551  0.004
C  2.348883  4.749255  -1.991493  0.007

Force components x, y, z for each atom (eV/Å):
-0.4 0.0 0.1
0.1 -0.4 0.1
0.1 -0.4 0.1
0.2 0.1 -0.2
0.0 0.2 0.1
0.0 0.3 0.0
-0.1 0.4 0.3
-0.6 0.0 -0.1
0.6 -0.2 -0.2
-0.1 0.0 0.3
0.0 -0.2 -0.1
0.4 0.4 0.0
-0.1 -0.1 0.0
0.2 0.2 0.3
-0.5 0.0 -1.3
-0.4 -0.1 -0.1
-2.6 -3.1 0.8
-0.3 -0.1 0.4
-0.7 -0.1 -0.6
1.2 -0.1 -0.3
0.0 -0.1 0.2
-0.6 0.5 -0.9
0.1 -0.3 -0.1
0.0 0.1 0.1
-0.5 0.1 0.3
0.0 0.2 0.6
-0.5 -0.3 0.0
0.1 -0.4 0.0
0.2 -0.1 0.1
1.9 -0.9 -0.1
-0.4 0.1 0.1
0.2 0.0 -0.1
0.3 0.0 0.3
-0.1 0.4 -0.1
-0.3 -0.3 0.0
0.4 -0.3 -0.1
-0.2 0.3 0.0
-0.8 -0.1 1.3
1.4 -0.3 0.9
0.4 -0.3 0.4
-0.2 -0.2 0.1
-0.7 0.0 0.6
0.2 -0.2 0.0
0.1 0.0 -0.3
0.1 0.0 0.2
0.2 0.3 -0.5
0.1 0.4 0.3
-0.3 0.4 0.0
-0.3 -0.1 -0.1
0.2 -0.1 0.1
-0.3 0.2 0.2
0.7 -0.3 -0.2
0.8 0.0 0.2
0.1 -0.3 0.1
0.1 0.1 0.3
-0.3 0.4 -0.3
0.9 0.3 -0.3
-0.3 0.0 -0.4
0.4 0.4 -0.6
0.1 -0.8 0.4
-0.5 4.8 -0.5
0.0 -0.3 0.1
0.1 -0.1 -0.2
0.0 -0.1 -0.3
0.1 0.2 -0.3
0.1 -0.1 -0.5
0.0 0.5 -0.2
-0.2 -0.3 -0.1

C32H32F4N2O | ωB97M-V/def2-TZVPD

HOMO-LUMO gap in eV: 9.68
Largest force on an atom in Eh/bohr: 0.0644
E in eV: -49598.690
Net charge: 0
SMILES: CO[C@H](CN)c1ccncc1.Fc1ccccc1.Fc1ccccc1.Fc1ccccc1.Fc1ccccc1

Last column: Löwdin charge in e.
Element x y z (Å)
C  3.351484  -3.913408  -3.118827  -0.090
H  -0.481275  -0.574172  -1.275358  0.116
C  0.017792  6.630428  0.452161  -0.095
C  7.144245  0.555827  1.696977  -0.082
H  0.726644  1.348363  0.283214  0.104
H  -1.183103  -1.188153  0.268162  0.113
C  -0.092046  6.137855  -0.844132  -0.083
H  1.082587  6.514667  2.314835  0.107
C  -1.437923  -0.683245  -0.710910  -0.211
C  -7.114185  -2.695635  0.828776  -0.080
C  1.003413  -4.022423  -2.599896  -0.017
H  -3.712334  2.018279  -1.777237  0.095
H  2.628787  -2.071170  -0.361063  0.119
F  6.339051  -2.282152  -0.399071  0.049
H  1.912211  -5.019903  -4.268399  0.105
C  0.994724  6.132508  1.305166  -0.077
C  1.746252  4.666462  -0.424273  -0.299
H  -4.620189  -5.578983  0.197186  0.117
H  6.511975  2.585676  1.393129  0.101
H  4.552802  -2.725929  -1.790526  0.080
C  0.104407  1.387168  1.213661  -0.021
N  -2.451743  -1.529060  -1.375277  0.008
C  -1.321038  1.094500  1.071432  -0.127
H  5.173925  -0.262086  -1.525269  0.112
H  -7.068885  -5.995735  0.050857  0.105
C  -2.029735  1.130327  2.366317  0.010
O  -3.422538  0.709104  -0.100603  -0.205
C  2.488219  -2.721359  -1.216438  -0.009
N  0.091469  1.717914  3.634006  0.023
C  -5.330245  -4.781015  0.375920  -0.017
H  -2.000149  -2.445778  -1.484785  0.054
H  -0.857350  6.521456  -1.507911  0.104
C  -4.084008  1.803696  -0.746273  -0.088
H  -3.984833  2.705345  -0.075080  0.099
C  3.558993  -3.086476  -2.020179  -0.077
C  1.224772  -3.195135  -1.514464  -0.280
C  -5.747212  -2.470125  0.924315  -0.014
C  1.859447  5.142153  0.860348  -0.026
C  -2.010303  0.745151  -0.278587  -0.291
C  5.719135  -0.019961  -0.620956  -0.020
H  -7.808969  -1.882091  0.998857  0.105
C  -6.697800  -5.006959  0.291530  -0.083
H  2.622987  4.735891  1.512427  0.116
H  5.237456  2.071312  -0.663077  0.101
C  2.074306  -4.379179  -3.410042  -0.082
H  -8.655808  -4.140263  0.444738  0.101
H  -5.358300  -1.490488  1.175987  0.114
H  7.704359  0.781493  2.596319  0.105
H  0.002735  -4.382030  -2.806118  0.116
H  -0.661299  7.401448  0.796728  0.101
F  2.591105  3.706917  -0.848542  0.047
C  0.788708  1.679538  2.471099  -0.136
H  4.187491  -4.194582  -3.748516  0.102
C  7.094313  -0.748091  1.221464  -0.018
C  6.476205  1.569042  1.019368  -0.096
H  0.714266  4.758402  -2.294471  0.116
C  6.384717  -1.019247  0.066468  -0.285
C  -4.872544  -3.515658  0.693658  -0.286
H  -1.718793  1.524946  -1.040352  0.150
H  7.601099  -1.551761  1.740983  0.117
C  -1.223850  1.435635  3.528001  -0.166
H  -5.176709  1.539611  -0.780218  0.097
F  -3.547399  -3.295466  0.780493  0.050
C  5.761208  1.281608  -0.137719  -0.078
H  1.889716  1.866469  2.443519  0.105
H  -3.171546  -1.712577  -0.669556  0.040
H  -3.117396  0.895560  2.418767  0.108
C  0.780120  5.151245  -1.287265  -0.020
H  -1.785909  1.437536  4.498595  0.104
C  -7.588928  -3.963465  0.515219  -0.097
F  0.191222  -2.839774  -0.729293  0.039

Force components x, y, z for each atom (eV/Å):
0.0 0.0 0.0
-1.0 0.0 0.2
-0.1 0.0 0.0
-0.1 0.0 -0.2
-0.5 0.1 0.9
0.1 0.6 -0.9
0.2 -0.1 0.2
0.0 -0.1 0.0
-0.5 0.0 1.8
0.1 -0.2 0.0
-0.3 -0.1 0.0
-0.2 -0.3 0.8
0.0 0.0 0.0
0.0 -0.1 0.0
0.0 0.0 0.1
-0.1 0.0 -0.2
-0.4 0.3 -0.1
0.0 0.0 0.0
0.0 -0.1 0.0
-0.1 0.0 0.0
-0.2 -0.2 -0.1
0.5 0.0 0.0
1.0 0.9 3.0
0.0 0.0 0.0
0.1 0.0 0.0
2.4 0.1 -1.4
0.5 0.3 -0.9
0.0 0.2 0.2
-0.1 -0.4 -1.6
0.2 -0.2 0.0
-0.3 0.5 -0.1
0.1 0.0 0.0
-0.8 0.3 0.9
0.0 -0.6 -0.9
-0.2 -0.1 -0.2
0.5 -0.2 -0.3
0.1 0.3 0.1
0.3 -0.1 0.5
1.1 -0.2 0.2
-0.1 -0.1 -0.2
0.1 0.0 0.0
0.0 0.3 0.1
0.0 0.0 0.0
0.0 -0.1 0.0
0.1 0.1 0.2
0.1 0.0 0.0
0.0 0.0 0.0
0.0 0.0 0.0
0.0 0.0 0.0
0.0 0.0 0.0
0.1 -0.1 0.0
-2.2 -0.6 -1.7
-0.1 0.0 0.0
0.1 -0.2 0.1
0.0 0.1 0.0
0.0 0.0 0.0
0.0 0.6 0.2
-0.6 -0.1 0.0
-0.4 -0.7 0.7
0.0 0.0 -0.1
-1.7 -0.3 0.0
1.1 0.2 -0.1
0.1 -0.1 0.1
0.1 -0.1 0.2
-1.1 -0.1 0.3
0.2 0.3 -0.5
1.1 0.3 0.1
0.0 -0.1 -0.3
0.7 0.1 -0.9
-0.1 0.0 0.0
0.1 -0.3 0.0

- net charge of number 3 (C32H32F4N2O)?
  0

- Look up the E of the second one.
  -59830.742 eV

- What is the E in the second record?
  -59830.742 eV

- What is the formula in the third record?
  C32H32F4N2O